[1]
Formula: C20H26N4O
Source: OMol25
Level of theory: ωB97M-V/def2-TZVPD

Charge = 0
DFT total energy = -1072.0083 Eh
SMILES = CC(C)(C)c1ccc(NC(=O)[C@@H]2CCCN(c3cnccn3)C2)cc1
Energy relative to the best compared isomer or geometry (same formula, charge and spin) = 23.7 kcal per mole

CARTESIAN COORDINATES (ANGSTROEM)
C -6.493381 -1.348308 0.752338
H -7.573858 -1.252652 0.666449
H -6.230644 -1.248742 1.803014
H -6.216767 -2.341745 0.406888
C -5.817612 -0.263070 -0.090153
C -4.300392 -0.327862 -0.021444
C -3.614415 -1.281029 0.721744
C -2.232916 -1.306614 0.754486
C -1.487038 -0.374734 0.041532
C -2.157424 0.586277 -0.706029
C -3.537836 0.598247 -0.728819
H -4.024844 1.357557 -1.321194
H -1.597112 1.316021 -1.265174
N -0.089257 -0.457400 0.114499
C 0.847323 0.335624 -0.467951
O 0.606160 1.282494 -1.184147
C 2.273364 -0.064360 -0.083535
H 2.329673 -1.150688 0.037160
C 2.636244 0.620508 1.250572
C 3.103244 2.047993 0.978569
C 4.430849 2.011054 0.202559
N 4.520674 0.793922 -0.581442
C 5.528265 -0.084254 -0.354766
N 6.566386 0.355264 0.373531
C 7.590169 -0.461922 0.555672
C 7.615380 -1.739204 0.026728
N 6.585249 -2.198436 -0.681066
C 5.561968 -1.400539 -0.871777
H 4.747278 -1.823444 -1.441887
H 8.445907 -2.414882 0.165339
H 8.403803 -0.067183 1.150160
C 3.262351 0.412734 -1.165437
H 2.836245 1.299146 -1.647072
H 3.401914 -0.346654 -1.933372
H 4.505708 2.875330 -0.466100
H 5.284723 2.019594 0.880759
H 3.240807 2.587812 1.915376
H 2.334265 2.564046 0.402043
H 1.773738 0.622001 1.920326
H 3.440428 0.064388 1.738722
H 0.247160 -1.213207 0.696121
H -1.727235 -2.061748 1.341831
H -4.147012 -2.024747 1.291306
C -6.285337 1.104509 0.427382
H -5.887014 1.914415 -0.176936
H -5.955361 1.251035 1.453767
H -7.371401 1.163131 0.402136
C -6.258828 -0.445478 -1.549225
H -5.912906 -1.404449 -1.929485
H -5.856509 0.337774 -2.185312
H -7.344193 -0.417525 -1.618703

Forces on the atoms, in the same order (eV/Å):
C 0.2 0.2 -0.1
H -0.1 0.0 0.0
H 0.0 0.0 0.1
H 0.0 -0.1 0.0
C -0.2 0.0 0.0
C 0.0 0.0 0.0
C 0.0 0.1 0.0
C 0.2 0.1 -0.1
C -0.3 0.0 0.0
C 0.1 0.2 -0.1
C 0.0 -0.2 0.1
H -0.1 0.1 -0.1
H 0.0 0.0 0.0
N -0.1 -0.4 0.3
C 0.5 -0.4 0.2
O -0.2 0.3 -0.2
C 0.0 0.2 -0.1
H 0.0 0.0 0.0
C 0.0 0.1 0.0
C 0.0 -0.1 0.0
C 0.1 0.4 0.2
N -0.1 0.2 -0.1
C 0.7 -0.1 0.2
N -0.3 0.0 -0.2
C 0.0 -0.2 -0.1
C 0.1 0.0 0.1
N 0.1 -0.2 0.0
C -0.3 0.1 0.0
H -0.1 0.1 0.0
H 0.1 0.0 0.1
H 0.1 -0.1 0.0
C -0.3 -0.2 -0.1
H 0.1 -0.2 0.0
H 0.0 0.1 0.0
H 0.1 0.0 0.1
H -0.2 0.1 -0.1
H 0.0 0.1 0.0
H 0.0 0.1 0.0
H 0.0 -0.1 0.0
H 0.0 0.0 0.0
H 0.1 0.2 -0.2
H 0.1 -0.1 0.1
H -0.1 -0.1 0.1
C 0.0 -0.2 -0.1
H 0.0 0.1 -0.1
H 0.0 0.0 0.1
H -0.1 0.0 0.0
C 0.0 0.0 0.2
H 0.0 -0.1 -0.1
H 0.0 0.1 -0.1
H -0.1 0.0 0.0



[2]
Formula: C20H26N4O2
Source: OMol25
Level of theory: ωB97M-V/def2-TZVPD

Charge = 0
DFT total energy = -1146.4193 Eh
Energy relative to the best compared isomer or geometry (same formula, charge and spin) = 555.1 kcal per mole

CARTESIAN COORDINATES (ANGSTROEM)
C 2.073804 3.175201 0.746601
H 2.364163 3.638762 1.619816
H 2.032040 4.043987 -0.109941
H 1.164156 2.559598 0.704248
C 3.219945 2.106569 0.111453
C 4.396406 3.032943 0.089079
H 5.216728 2.359426 -0.023661
H 4.281388 3.828473 -0.914568
H 4.631110 3.726680 0.831836
H 3.424207 1.531814 1.071031
C 2.793727 1.687612 -0.992883
C 1.741997 0.506792 -0.838312
N 0.605476 0.601262 -1.031860
C -0.315068 -0.034254 -0.632894
C -0.087417 -1.453607 -0.372945
C 1.176187 -1.865674 0.068014
C 2.262037 -1.036912 -0.248318
C 3.646163 -1.280305 -0.064754
C 4.000631 -2.395532 0.600022
C 2.963779 -3.565113 0.258204
C 1.495460 -3.232497 0.304369
H 1.208498 -3.190554 1.622427
H 0.843752 -3.799068 -0.040737
H 3.097379 -3.692621 -0.756945
H 3.217745 -4.387487 0.393337
H 3.744934 -2.290986 1.703945
H 4.955741 -2.983629 0.600844
H 4.149183 -1.198462 -1.177255
H 4.138942 -0.440488 0.441987
C -1.329834 -2.093098 -0.061743
N -1.715985 -3.182978 0.163738
C -3.057259 -3.520496 0.065167
N -3.949029 -2.592139 -0.095827
C -3.671368 -1.511393 -0.495443
N -4.703890 -0.637530 -0.823031
H -5.541887 -0.789234 -0.680487
C -4.578654 0.872753 -1.069889
H -5.230156 1.227951 -1.462837
H -3.590440 1.205664 -1.064154
C -5.212067 1.654454 0.503814
C -4.945446 2.966718 0.461464
H -5.493863 3.561119 1.474664
H -4.096726 3.304483 0.148090
H -5.707604 3.255579 -0.480929
O -4.407811 1.198142 1.434402
H -4.100258 0.109988 1.527240
H -6.060066 1.107208 0.627333
C -2.153556 -1.202939 -0.454119
O -1.633375 0.208587 -0.923116
H -3.495900 -4.419478 0.514577
H 2.446190 2.223700 -1.787416
H 3.785909 1.101009 -1.483654

Forces on the atoms, in the same order (eV/Å):
C 0.0 -0.9 -5.6
H 0.4 0.5 2.1
H -0.2 -2.0 2.1
H -0.2 0.9 0.6
C 1.8 9.4 15.4
C 0.4 1.3 -5.1
H 1.4 0.1 -0.6
H 0.6 -2.5 2.5
H -0.3 0.6 1.8
H -0.6 -0.6 -1.7
C -1.0 -11.6 -10.6
C 13.7 -4.8 3.4
N -4.2 9.5 -4.2
C -6.4 -10.1 0.7
C 1.2 2.3 3.3
C 2.8 2.5 -3.7
C -4.8 5.1 -0.8
C 3.1 5.9 -5.5
C -1.0 -9.1 5.8
C -3.4 13.2 -3.5
C 4.9 3.8 10.0
H 0.5 -0.8 -3.2
H -5.4 -5.7 -3.3
H 0.4 0.5 -3.3
H 3.8 -13.3 4.5
H 0.7 0.3 -0.8
H -0.3 1.6 -0.5
H -0.9 -0.4 2.2
H -0.2 0.4 -0.3
C 5.4 8.5 -3.1
N -5.4 -15.2 2.8
C 3.4 0.6 2.9
N -4.3 -8.7 1.8
C 4.5 11.0 -2.7
N 11.4 5.5 -2.6
H -9.9 -3.3 1.9
C 10.9 -8.4 12.7
H -13.3 6.9 -10.2
H 1.2 0.5 -0.7
C 3.5 -7.3 -3.6
C -10.6 7.0 0.3
H 2.0 -1.4 -2.9
H 5.5 1.7 -1.1
H 1.6 0.3 2.2
O 5.1 -6.1 5.4
H -1.9 4.6 -1.1
H -3.8 -0.1 -0.3
C -9.6 8.8 -3.7
O -0.7 -4.0 2.0
H 1.1 -0.3 -0.7
H -0.9 2.5 -1.6
H -2.2 1.1 0.5



[3]
Formula: C20H26N4O4S
Source: OMol25
Level of theory: ωB97M-V/def2-TZVPD

Charge = 0
DFT total energy = -1695.9577 Eh
SMILES = COc1ccc(N(CC(=O)NC(C)(C)C)C(=O)CCC(=O)Nc2nccs2)cc1
Energy relative to the best compared isomer or geometry (same formula, charge and spin) = 16.3 kcal per mole

CARTESIAN COORDINATES (ANGSTROEM)
C 2.283227 2.554987 3.559307
H 2.825646 3.434612 3.901649
O 1.695397 2.925560 2.334465
C 0.995464 1.993083 1.643555
C 0.520234 2.391649 0.391343
C -0.175879 1.515150 -0.408341
C -0.439043 0.221468 0.034075
C -0.009572 -0.163229 1.295413
C 0.721921 0.704014 2.089087
H 1.052449 0.368857 3.058866
H -0.260330 -1.144586 1.672481
N -1.204872 -0.655298 -0.778126
C -0.808882 -1.863093 -1.226193
O -1.579602 -2.612918 -1.810913
C 0.646301 -2.265465 -1.036106
H 1.022180 -1.947311 -0.065780
C 1.523839 -1.715028 -2.171928
C 2.000600 -0.298404 -1.942046
O 1.765369 0.635354 -2.675226
N 2.789271 -0.153170 -0.834311
C 3.342627 1.049727 -0.473597
N 4.022893 1.212432 0.611096
C 4.464089 2.492424 0.708151
C 4.117143 3.306533 -0.317332
S 3.178258 2.451374 -1.488695
H 4.349015 4.342682 -0.449838
H 5.045806 2.768397 1.568310
H 2.987483 -0.931036 -0.221661
H 2.409959 -2.346448 -2.277711
H 0.971834 -1.743877 -3.112502
H 0.662438 -3.356076 -1.083617
C -2.580747 -0.244114 -1.034511
H -2.884136 -0.626446 -2.011832
H -2.633296 0.843756 -1.016597
C -3.500443 -0.798538 0.069905
O -3.884203 -0.101719 0.987636
N -3.781059 -2.097348 -0.105729
H -3.307499 -2.571467 -0.867473
C -4.522473 -2.937696 0.834537
C -4.602755 -4.332982 0.217997
H -3.605290 -4.732408 0.046351
H -5.130107 -4.297536 -0.732472
H -5.135491 -5.006514 0.883888
C -3.773452 -2.985464 2.170140
H -4.309882 -3.606215 2.882437
H -2.775907 -3.397381 2.027837
H -3.685533 -1.980884 2.574989
C -5.925744 -2.361247 1.033489
H -6.491686 -2.982329 1.722372
H -6.452801 -2.318972 0.083113
H -5.855721 -1.355911 1.438032
H -0.502847 1.826046 -1.388325
H 0.721782 3.398822 0.063949
H 2.982835 1.724320 3.425292
H 1.526703 2.285905 4.303229

Forces on the atoms, in the same order (eV/Å):
C 0.1 -0.1 0.2
H 0.0 -0.1 0.0
O -0.2 0.1 -0.2
C -0.2 -0.1 -0.2
C 0.0 0.1 0.3
C 0.0 -0.1 0.2
C 0.3 0.1 0.4
C -0.2 0.1 -0.2
C 0.2 0.2 0.2
H 0.1 0.0 0.1
H 0.0 -0.1 0.0
N -0.3 0.3 -0.1
C 0.4 -0.2 0.1
O 0.0 -0.2 -0.2
C -0.1 -0.2 -0.1
H 0.0 -0.1 0.0
C -0.2 0.0 -0.1
C 0.1 -0.6 0.1
O -0.2 0.0 -0.3
N 0.0 -0.3 0.1
C 0.0 0.7 -0.5
N -0.1 -0.9 0.2
C 0.0 0.6 -0.3
C 0.0 -0.2 0.0
S 0.5 0.1 0.5
H 0.1 0.3 0.0
H 0.1 0.1 0.1
H -0.1 0.1 -0.1
H 0.0 0.0 0.0
H 0.1 0.0 0.0
H -0.1 0.1 0.1
C -0.4 -0.1 0.0
H 0.0 0.1 0.1
H 0.0 -0.2 0.0
C 0.3 0.3 -0.6
O -0.1 0.2 0.3
N -0.1 -0.6 -0.2
H 0.0 0.2 0.0
C -0.1 0.0 0.3
C 0.0 0.3 0.1
H 0.1 -0.1 0.0
H -0.1 0.0 -0.1
H 0.0 -0.1 0.1
C -0.1 0.1 -0.2
H -0.1 -0.1 0.1
H 0.1 -0.1 0.0
H 0.0 0.1 0.1
C 0.2 0.0 0.0
H -0.1 -0.1 0.1
H -0.1 0.0 -0.1
H -0.1 0.1 0.0
H 0.0 0.0 -0.1
H 0.0 0.1 0.0
H 0.0 0.0 0.0
H 0.0 0.0 0.0



[4]
Formula: C20H26N4O5S
Source: OMol25
Level of theory: ωB97M-V/def2-TZVPD

Charge = 0
DFT total energy = -1771.1462 Eh
SMILES = Cc1n[nH]c(C)c1S(=O)(=O)N1CCC[C@H](C(=O)NC[C@H]2COc3ccccc3O2)C1
Energy relative to the best compared isomer or geometry (same formula, charge and spin) = 36.5 kcal per mole

CARTESIAN COORDINATES (ANGSTROEM)
C -5.393774 -0.751810 0.376906
C -4.587639 0.466162 0.622434
N -4.979737 1.457362 1.395700
N -3.987908 2.356780 1.384568
C -2.946652 1.975791 0.614239
C -3.304022 0.745300 0.095819
S -2.396144 -0.321878 -0.966553
O -3.267910 -0.843097 -1.979775
O -1.199436 0.352523 -1.406739
N -2.063327 -1.565143 0.108829
C -0.968925 -1.267957 1.001869
H -1.053422 -0.218952 1.288801
C 0.402569 -1.525236 0.366301
C 1.498923 -1.251648 1.388278
O 1.284177 -0.921053 2.535362
N 2.746887 -1.434695 0.898609
H 2.867713 -1.648600 -0.079736
C 3.934128 -1.128124 1.653177
H 4.559805 -2.022927 1.752179
H 3.598298 -0.809902 2.644187
C 4.791239 -0.007085 1.029181
C 5.214315 -0.320748 -0.412532
H 5.920508 0.452754 -0.746184
O 4.107285 -0.361188 -1.284070
C 3.257198 0.717607 -1.124475
C 2.341740 0.995727 -2.129027
C 1.488728 2.075387 -2.009970
C 1.554117 2.884785 -0.887291
C 2.438236 2.592998 0.132959
C 3.287023 1.498283 0.031181
O 4.141059 1.244511 1.074044
H 2.490873 3.194310 1.026324
H 0.910848 3.746533 -0.801882
H 0.774941 2.280030 -2.790678
H 2.320835 0.355850 -2.996608
H 5.695460 -1.298517 -0.476295
H 5.687896 0.111095 1.649383
H 0.526965 -0.827462 -0.470089
C 0.450192 -2.965171 -0.160467
C -0.700412 -3.188583 -1.140203
C -2.031386 -2.898679 -0.449546
H -2.857504 -2.957778 -1.158520
H -2.202196 -3.609038 0.366720
H -0.595661 -2.509171 -1.988822
H -0.691679 -4.214919 -1.511003
H 1.400775 -3.166990 -0.658303
H 0.355475 -3.658213 0.680389
H -1.075931 -1.879345 1.903548
C -1.717222 2.781229 0.437004
H -1.963130 3.791116 0.111353
H -1.163518 2.847867 1.373661
H -1.090813 2.299525 -0.309089
H -4.081575 3.207939 1.916394
H -6.420569 -0.585285 0.688973
H -4.977822 -1.586114 0.940384
H -5.351201 -1.005329 -0.679562

Forces on the atoms, in the same order (eV/Å):
C -0.1 0.0 0.1
C 0.1 0.2 0.1
N -0.8 -0.4 0.1
N 0.6 -0.1 -0.4
C 0.1 0.0 -0.1
C 0.4 0.0 -0.2
S -0.4 0.3 0.5
O -0.1 -0.2 0.2
O -0.1 0.0 0.2
N -0.4 0.7 -0.7
C 0.6 0.4 0.3
H 0.1 -0.1 0.2
C -0.1 -0.1 0.3
C -0.1 -0.2 -0.5
O -0.2 0.2 0.4
N 0.3 -0.1 -0.2
H -0.1 0.0 0.1
C 0.2 0.4 0.1
H 0.0 0.1 0.1
H 0.1 -0.1 -0.1
C 0.1 -0.7 -0.1
C 0.5 0.3 0.5
H -0.1 -0.1 0.0
O -0.5 0.2 -0.2
C 0.1 0.0 0.0
C 0.2 -0.1 0.1
C 0.0 0.0 0.0
C 0.0 0.0 0.0
C 0.2 -0.2 0.0
C 0.0 0.0 -0.1
O -0.3 0.2 -0.1
H 0.0 0.1 0.1
H -0.1 0.1 0.0
H -0.1 0.0 -0.1
H 0.0 -0.1 -0.1
H 0.0 0.1 0.0
H -0.1 -0.1 -0.1
H 0.1 -0.1 0.1
C 0.0 0.2 -0.3
C -0.1 -0.1 0.3
C -0.1 -0.4 -0.6
H 0.0 -0.2 0.1
H 0.0 0.1 0.0
H 0.0 -0.1 -0.1
H 0.0 0.0 -0.1
H 0.0 -0.1 0.1
H 0.1 -0.1 0.0
H 0.0 0.1 0.0
C 0.1 0.1 0.0
H 0.0 0.1 0.0
H 0.1 0.0 0.0
H 0.0 0.1 0.1
H 0.0 -0.1 -0.1
H -0.1 0.0 0.0
H 0.0 -0.1 0.0
H -0.1 -0.1 0.0



[5]
Formula: C20H26N4O5S2
Source: OMol25
Level of theory: ωB97M-V/def2-TZVPD

Charge = 0
DFT total energy = -2169.3428 Eh
SMILES = NS(=O)(=O)c1ccc(NC(=O)Cc2cccs2)cc1.CNC(=O)[C@@H]1CCCN1C(C)=O
Energy relative to the best compared isomer or geometry (same formula, charge and spin) = 22.5 kcal per mole

CARTESIAN COORDINATES (ANGSTROEM)
O -1.351790 0.979192 -0.892078
O 4.833423 1.324733 1.960662
O -4.161192 -2.620953 -0.714729
O -1.948717 3.755125 5.325476
O 0.004533 5.002589 6.163479
S 2.772965 -1.835562 0.106583
C -2.113334 0.188015 -1.443539
C 4.055801 1.093780 1.045826
C -3.947642 -2.426178 -1.902419
C 3.475212 -3.443182 0.013925
C 4.830466 -3.408270 -0.194731
C 5.341944 -2.049643 -0.282948
C 4.355061 -1.104445 -0.143033
C 0.688879 2.540269 1.681525
C 2.489885 2.593323 3.276113
C -0.133230 3.228030 2.577430
C 1.676310 3.281042 4.179199
C 2.008046 2.211182 2.012889
C 0.361255 3.601959 3.829950
N 2.730514 1.504385 1.044032
N -4.958838 -2.551214 -2.768474
N -1.781963 -1.101116 -1.656814
N -1.172403 5.806391 4.165811
C -3.456003 0.707379 -1.925777
C 4.602189 0.382882 -0.189285
C -4.913932 -2.412228 -4.224644
C -0.486062 -1.629591 -1.264236
C -0.254842 -2.863946 -2.125072
C -1.668526 -3.384231 -2.362144
C -2.527816 -2.113607 -2.417150
S -0.708257 4.459675 5.006862
H 2.898473 -4.356271 0.122520
H 5.454599 -4.294198 -0.276131
H 6.392141 -1.814451 -0.435007
H 0.274111 2.252101 0.720280
H 3.497537 2.359153 3.595937
H -1.160619 3.460967 2.301803
H 2.071642 3.553924 5.156619
H 2.200377 1.232788 0.223275
H -5.845699 -2.779279 -2.343294
H -1.910757 6.212232 4.722156
H -0.361124 6.405650 4.152966
H -3.488957 1.785754 -1.776275
H -4.249585 0.246892 -1.340366
H -3.581821 0.486734 -2.982387
H 4.133508 0.801536 -1.082678
H 5.675377 0.580733 -0.260170
H -4.703996 -1.376335 -4.497637
H -4.143517 -3.062111 -4.644195
H -5.877161 -2.696987 -4.651940
H 0.309222 -0.902324 -1.431808
H -0.520196 -1.911788 -0.210973
H 0.190682 -2.566426 -3.075404
H 0.371585 -3.599025 -1.618843
H -1.736720 -3.956416 -3.287873
H -1.961977 -4.004818 -1.513032
H -2.569064 -1.773820 -3.450233

Forces on the atoms, in the same order (eV/Å):
O 0.3 -0.5 0.1
O -0.9 -0.1 -0.3
O 0.5 0.3 0.0
O 1.6 0.2 -1.0
O 0.5 -1.4 -1.2
S 1.4 -0.6 -0.2
C -0.1 1.2 0.1
C 1.0 0.8 1.0
C 0.3 0.0 1.3
C 0.7 0.3 -0.1
C -0.5 1.0 0.1
C -1.1 -0.6 0.2
C 0.6 -0.6 0.0
C -0.5 0.4 0.4
C 0.2 0.0 0.2
C 0.2 -0.2 -0.1
C -0.3 0.0 -0.2
C -0.3 0.3 0.6
C 0.0 0.0 0.3
N 0.7 -0.7 -0.7
N -0.6 0.0 -1.4
N -0.2 -1.0 -0.2
N 0.1 -0.6 -0.9
C 0.2 -0.4 0.1
C -1.1 -0.1 -0.3
C 0.2 0.1 0.4
C 0.6 0.0 0.3
C -0.4 0.2 -0.1
C 0.2 0.0 0.2
C -0.6 0.3 -0.5
S -1.3 0.6 2.2
H -0.1 0.4 0.0
H -0.2 0.2 0.0
H -0.3 0.1 0.0
H 0.0 0.0 0.0
H -0.1 -0.1 -0.3
H 0.3 -0.1 0.0
H -0.1 0.0 -0.2
H 0.0 0.2 0.2
H 0.2 0.0 0.1
H -0.2 0.2 0.0
H 0.0 0.4 -0.1
H 0.1 -0.2 0.0
H -0.2 -0.1 -0.1
H -0.2 -0.1 -0.2
H 0.0 0.0 -0.1
H -0.3 -0.1 0.2
H 0.0 0.0 -0.2
H -0.1 0.1 -0.1
H 0.1 0.0 0.2
H -0.2 0.1 0.3
H 0.2 0.2 0.1
H 0.2 -0.1 0.0
H 0.1 0.1 -0.2
H -0.2 -0.1 0.1
H -0.2 0.0 -0.1
H -0.2 0.0 -0.2



Number 1: HOMO energy -8.02 eV. Number 2: HOMO energy -7.81 eV. Number 3: HOMO energy -8.25 eV. Number 4: HOMO energy -8.42 eV. Number 5: HOMO energy -8.93 eV.